DFT (ωB97M-V with the def2-TZVPD basis set) results for C16H18N3O8P2Ru as an isolated structure.

Properties
- LUMO (spin up / spin down) (eV) = 0.10 / -0.25
- total energy (hartree) = -2164.548340
- HOMO energy (spin up / spin down) (eV) = -7.54 / -7.83
- gap between HOMO and LUMO (spin up / spin down) (eV) = 7.64 / 7.58
- ΔE to the lowest compared entry with this formula, charge and spin (eV) = 0.000

```
! wB97M-V def2-TZVPD RIJCOSX def2/J DEFGRID3
* xyz 0 2
Ru 0.13322 0.47333 0.13738
O 1.03061 2.04731 -0.53190
C 1.20045 2.19641 -1.84114
C 1.14317 3.50102 -2.35637
C 1.32052 3.74110 -3.69960
C 1.58256 2.69438 -4.58848
C 1.67014 1.41316 -4.09715
C 1.46509 1.13772 -2.73825
C 1.70619 -0.19470 -2.23709
N 1.26952 -0.57289 -1.09565
N 1.86567 -1.69159 -0.51259
C 1.87492 -1.51402 0.77350
O 1.35404 -0.46935 1.37244
C 2.52656 -2.52688 1.63756
C 3.02822 -3.70794 1.09629
C 3.63194 -4.64417 1.91823
C 3.74370 -4.40675 3.28276
C 3.24736 -3.22975 3.82311
C 2.63814 -2.29112 3.00351
H 0.94389 4.30626 -1.66205
H 1.25633 4.75687 -4.06939
H 1.72653 2.89008 -5.64199
H 1.90243 0.58970 -4.76290
H 2.37571 -0.86714 -2.76696
H 2.93641 -3.87785 0.03258
H 4.01841 -5.56224 1.49486
H 4.21868 -5.13916 3.92299
H 3.33613 -3.04089 4.88520
H 2.24779 -1.36799 3.40876
N -3.53226 2.39718 1.09662
C -3.41123 0.94566 0.67577
C -4.76298 0.26264 0.80781
P -2.03559 0.24032 1.63846
O -2.76098 -0.17980 2.99461
O -1.40931 -0.92526 0.91674
O -1.08100 1.40729 1.79440
P -2.88007 1.12942 -1.12348
O -3.57229 -0.11403 -1.84852
O -1.38971 0.94331 -1.23150
O -3.54164 2.40424 -1.49454
H -2.60026 2.70974 1.40988
H -4.19618 2.52440 1.85788
H -3.80115 2.89924 0.21858
H -5.12763 0.31806 1.83547
H -4.66770 -0.78736 0.54029
H -5.49202 0.71199 0.13168
H -2.19946 -0.70549 3.57974
H -2.93290 -0.82447 -1.98757
*
```



DFT (ωB97M-V with the def2-TZVPD basis set) results for C16H18N4O7S as an isolated structure.

Properties
- LUMO (eV) = -1.53
- total energy (hartree) = -1763.800903
- HOMO energy (eV) = -8.29
- gap between HOMO and LUMO (eV) = 6.77
- ΔE to the lowest compared entry with this formula, charge and spin (eV) = 18.459

```
! wB97M-V def2-TZVPD RIJCOSX def2/J DEFGRID3
* xyz 0 1
C -7.06498 -1.48282 -1.30530
C -5.64288 -1.82759 -0.71611
N -4.86761 -0.51856 -0.57106
C -3.75912 -0.55236 -0.01514
C -3.12938 -1.84010 0.37298
C -1.97241 -1.67021 1.14841
C -1.34074 -0.47773 1.37518
C -1.88231 0.80146 0.59015
C -3.17320 0.74516 0.01894
N -3.60285 1.88895 -0.39971
O -3.01270 3.13573 -0.29948
O -4.87076 2.04097 -0.99186
H -1.35468 1.56044 0.66316
C 0.11717 -0.24178 1.83843
O 0.68394 -1.31940 2.05508
O 0.52335 0.89490 2.01778
C 1.97108 0.88565 2.39091
H 2.20216 0.08869 2.95542
C 2.99369 1.38074 1.09969
O 3.99369 0.88977 1.27392
N 2.30764 2.01545 0.08591
H 1.24277 2.29714 0.36798
C 3.03412 2.33888 -1.02029
H 2.70259 3.24708 -1.31409
H 4.11045 2.37097 -1.10809
C 2.78607 1.13722 -2.09424
N 3.00798 -0.35921 -1.49045
C 2.04799 -0.69952 -0.84866
O 0.77178 -0.57730 -0.67832
S 2.72145 -2.32304 0.03137
C 4.38697 -1.73917 -0.58279
C 4.26116 -0.66376 -1.55125
O 5.24180 -0.09514 -1.99171
H 4.83536 -2.81493 -1.05693
H 4.91749 -1.64985 0.36136
H 3.35677 1.42690 -2.94352
H 1.66734 1.13215 -2.51056
H 1.98053 1.93004 3.27648
H -1.43925 -2.42001 1.48984
H -3.76300 -2.48991 0.54868
H -5.34715 0.18130 -0.73355
H -6.12572 -2.20499 0.50423
H -5.33350 -2.57908 -1.29392
H -7.73422 -0.92206 -0.75882
H -7.81245 -2.32316 -1.59420
H -6.78311 -1.10304 -2.37879
*
```



DFT (ωB97M-V with the def2-TZVPD basis set) results for one molecule with the formula C16H18N6O5S.

Properties
- LUMO (eV) = -1.18
- total energy (hartree) = -1723.273435
- HOMO energy (eV) = -8.79
- SMILES = CCCC(=O)OCCNc1cc(Sc2nccn2C)c2nonc2c1[N+](=O)[O-]
- gap between HOMO and LUMO (eV) = 7.61
- ΔE to the lowest compared entry with this formula, charge and spin (eV) = 0.175

```
! wB97M-V def2-TZVPD RIJCOSX def2/J DEFGRID3
* xyz 0 1
C -6.69462 -1.66736 -0.84622
C -6.14213 -0.31540 -0.41664
C -4.63889 -0.22597 -0.66364
C -4.05044 1.05144 -0.13731
O -4.54834 1.79282 0.66644
O -2.82585 1.26488 -0.66727
C -2.07573 2.34889 -0.13676
C -1.60777 2.02967 1.29716
N -1.13216 0.67419 1.37888
C 0.02327 0.18993 0.90712
C 1.11655 1.07212 0.64026
C 2.35624 0.65652 0.25255
S 3.62997 1.81981 -0.06035
C 5.03586 0.83270 0.29142
N 5.40121 0.50760 1.50471
C 6.51935 -0.23780 1.35287
C 6.83012 -0.34799 0.02448
N 5.87976 0.35125 -0.65451
C 5.74654 0.45195 -2.07848
C 2.55570 -0.73723 0.08040
N 3.58954 -1.43695 -0.32380
O 3.19607 -2.70927 -0.32978
N 1.92806 -2.86299 0.05241
C 1.47022 -1.65943 0.31884
C 0.19141 -1.20467 0.72607
N -0.84458 -2.14283 0.83708
O -1.97416 -1.75002 1.16421
O -0.61224 -3.30506 0.58304
H -6.21224 -2.46912 -0.29226
H -6.52259 -1.83238 -1.90771
H -7.76453 -1.71635 -0.66078
H -6.33363 -0.15502 0.64520
H -6.64579 0.48281 -0.96554
H -4.39895 -0.31659 -1.72409
H -4.12534 -1.04075 -0.14163
H -2.68142 3.26044 -0.13148
H -1.22630 2.46038 -0.81328
H -2.45957 2.11255 1.97448
H -0.84616 2.74809 1.60387
H -1.85391 -0.04654 1.48467
H 0.96086 2.12999 0.77096
H 7.02573 -0.64196 2.20515
H 7.63017 -0.85113 -0.47742
H 6.72464 0.61143 -2.53177
H 5.09463 1.29001 -2.32267
H 5.31141 -0.46669 -2.47890
*
```



DFT (ωB97M-V with the def2-TZVPD basis set) results for one molecule with the formula C16H18N6O6.

Properties
- LUMO (eV) = -0.71
- total energy (hartree) = -1400.261366
- HOMO energy (eV) = -7.95
- gap between HOMO and LUMO (eV) = 7.24
- ΔE to the lowest compared entry with this formula, charge and spin (eV) = 0.509

```
! wB97M-V def2-TZVPD RIJCOSX def2/J DEFGRID3
* xyz 0 1
N -3.30181 -4.33257 6.18387
O -1.77246 5.08059 -1.60991
O -1.50391 3.04540 -5.67755
O 1.13989 3.79288 -2.70047
O 1.24772 -6.78421 0.97222
O 2.63266 -5.17091 0.65327
N -1.94006 -5.52548 4.44987
N -2.63755 -4.90782 5.35721
O -0.81038 2.57421 -2.84999
C -1.85322 4.85771 -2.83887
C -1.59715 3.89661 -4.83438
C 0.46738 2.80992 -2.42389
C -0.87681 -3.39295 3.83446
C 0.06400 -2.76650 3.05647
C -0.16349 -5.48817 2.85137
C -1.01698 -4.78778 3.73871
C 0.93447 -3.42939 2.18246
C 0.81883 -4.84796 2.04355
N -1.47702 3.69933 -3.47350
N 1.83089 -2.71268 1.40910
N 1.62858 -5.62680 1.16770
C -2.36526 5.92197 -3.81644
C -1.99312 5.32763 -5.16149
C 1.09252 1.69540 -1.55570
C 2.23201 -1.28409 1.57558
C 0.63838 1.86866 -0.03232
C 1.45598 -0.43740 0.55547
C 1.52172 1.02858 0.90778
H -1.49736 -2.77688 4.49856
H 0.07415 -1.66927 3.12867
H -0.36786 -6.54111 2.77343
H 2.28657 -3.24361 0.67036
H -1.89295 6.90461 -3.71588
H -3.47568 5.96570 -3.67757
H -2.86180 5.39752 -5.88572
H -1.13273 5.84154 -5.59132
H 0.74834 0.74076 -1.91118
H 2.17845 1.73198 -1.65970
H 2.03491 -0.96710 2.60450
H 3.30154 -1.21322 1.36949
H 0.71503 2.95914 0.30991
H -0.43222 1.60671 0.09908
H 0.41250 -0.75659 0.62025
H 1.87606 -0.58281 -0.42775
H 2.52449 1.35458 0.89862
H 1.11276 1.14387 1.93169
*
```



DFT (ωB97M-V with the def2-TZVPD basis set) results for C16H18NO6PS3Sn as an isolated structure.

Properties
- LUMO (spin up / spin down) (eV) = 2.13 / 2.13
- total energy (hartree) = -2877.096509
- HOMO energy (spin up / spin down) (eV) = -1.01 / -3.58
- gap between HOMO and LUMO (spin up / spin down) (eV) = 3.14 / 5.71
- ΔE to the lowest compared entry with this formula, charge and spin (eV) = 0.559

```
! wB97M-V def2-TZVPD RIJCOSX def2/J DEFGRID3
* xyz -1 2
Sn 0.30718 -0.01175 -0.18395
O 5.88675 -0.06656 -0.22767
C 5.25538 -0.19558 0.81155
O 4.81545 -0.34770 1.92353
C 2.52419 1.72365 -4.15324
O 2.86729 2.85281 -3.77114
O 2.13908 0.62810 -4.60527
C 1.81221 0.66564 5.69170
C 2.15614 1.21373 4.30667
O 0.89441 1.59773 3.61510
P -0.27359 0.70748 2.96905
S -1.07888 1.68906 1.40096
S 0.33375 -1.09085 2.40123
O -1.32921 0.70061 4.17809
C -2.50848 -0.22613 4.14647
C -3.19823 -0.08180 5.49068
H 2.69752 0.35939 6.26898
H 1.12329 -0.17293 5.56568
H 1.28542 1.41649 6.29545
H 2.65763 0.47168 3.65033
H 2.69420 2.18002 4.31089
H -2.11630 -1.25804 3.93566
H -3.15113 0.13340 3.31513
H -2.54710 -0.47857 6.28986
H -4.15068 -0.63678 5.49934
H -3.39455 1.00410 5.66903
C -2.44171 1.73797 -2.04686
C -1.84666 0.74227 -2.99345
C -2.08564 0.85573 -4.39227
C -1.42274 0.01104 -5.25052
C -0.59439 -0.97918 -4.70384
C 0.11546 -1.92333 -5.50513
C 0.98832 -2.85601 -4.96844
C 1.11799 -2.93407 -3.54980
C 0.32192 -2.19110 -2.68840
S 0.30616 -2.56157 -1.00853
C -0.48962 -1.12686 -3.29596
N -1.04120 -0.18504 -2.50820
H -3.17570 2.34994 -2.57810
H -1.67084 2.43076 -1.64052
H -2.94116 1.20843 -1.21079
H -2.80463 1.56110 -4.74576
H -1.50605 0.07007 -6.33832
H 0.01463 -1.88721 -6.57738
H 1.53637 -3.53765 -5.65244
H 1.91775 -3.56247 -3.13944
*
```



DFT (ωB97M-V with the def2-TZVPD basis set) results for a 2-piece molecular cluster, C16H19B2NO3P overall.

Properties
- LUMO (eV) = 0.74
- total energy (hartree) = -1292.682416
- HOMO energy (eV) = -2.72
- gap between HOMO and LUMO (eV) = 3.46

```
! wB97M-V def2-TZVPD RIJCOSX def2/J DEFGRID3
* xyz -1 1
C -0.00825 5.57141 -2.61019
P 0.41559 4.01120 -1.58925
C -0.04808 2.53650 -2.71496
B 2.27682 3.88720 -1.15821
B 2.40232 3.05611 0.27753
N 3.34055 1.85826 0.39231
O 1.61463 3.53152 1.46480
H -1.16278 5.84783 -2.55157
H 0.57791 6.50068 -2.17108
H 0.35191 5.41006 -3.71195
H -0.83691 2.78969 -3.54405
H -0.42110 1.66999 -1.99918
H 0.95256 2.13864 -3.22667
H 2.94501 3.34069 -1.95580
H 2.69803 4.97868 -0.98389
H 4.12737 2.03531 -0.27168
H 2.85766 0.95355 0.19914
H 1.04281 2.74572 1.74449
C 0.80746 0.04671 2.99104
C 0.48643 -0.85640 4.00413
C -0.17336 -2.04695 3.69502
C -0.52437 -2.33014 2.36948
C -0.22525 -1.41592 1.36010
C 0.45271 -0.22970 1.66989
C -0.63471 -1.68133 -0.03417
O -0.36920 -0.88040 -0.92200
C -1.37591 -2.92084 -0.34124
C -1.82078 -3.15767 -1.64848
C -2.51087 -4.33368 -1.95027
C -2.74987 -5.27829 -0.95254
C -2.31275 -5.04241 0.35174
C -1.63290 -3.85653 0.65968
C -1.20612 -3.60008 2.04944
O -1.41985 -4.42765 2.92787
H 1.32983 0.97032 3.23061
H 0.75166 -0.63505 5.03555
H -0.41613 -2.74967 4.49041
H 0.70168 0.48249 0.88513
H -1.63550 -2.42673 -2.43398
H -2.85999 -4.51315 -2.96485
H -3.28105 -6.19775 -1.18887
H -2.50727 -5.78222 1.12648
*
```